Entry 1:
Computed, not measured: a structure of composition C14H31AlBr3Cl2CsF11MgNNa2O9P2S2, with ωB97M-V/def2-TZVPD.

Geometry (Å):
H 2.412 -0.509 -2.368
H 2.200 2.101 -0.670
C -3.202 -0.312 -1.046
H -1.451 -0.494 0.425
P 6.219 2.326 2.095
C -0.624 0.371 -1.494
C -7.376 -0.908 -1.925
Br 4.926 5.114 3.327
O -1.614 -3.382 0.395
F 7.568 1.553 1.687
C -1.817 0.170 -0.440
H 7.022 -1.742 -1.381
H -1.998 1.202 0.034
H -0.553 -1.971 -1.316
Al 1.021 -4.838 3.505
H 2.244 -3.013 0.814
S 1.769 -2.753 -0.477
H -7.239 -3.017 -1.294
H 0.935 -0.754 0.286
H 0.197 2.253 -4.340
O -3.934 -4.039 0.283
H -2.051 -0.191 -4.978
C 2.290 -0.156 -1.281
H -2.485 -2.198 -2.166
H -4.308 -2.169 -1.721
C 4.777 -1.269 -1.427
H -7.794 0.859 1.445
C 4.038 6.065 4.772
C 6.332 -0.830 -1.284
H 6.558 -0.393 -0.246
C -8.164 -0.075 1.866
C 1.616 1.330 -1.360
S -3.013 -2.843 0.225
N 1.267 -1.078 -0.657
F 7.016 2.874 3.371
O -6.445 -1.056 -2.861
F 2.356 -4.073 2.601
H 6.653 -0.115 -2.117
Cl -6.927 -1.322 1.684
C -7.990 -2.308 -1.655
C -3.242 -1.901 -1.376
F 6.231 2.360 0.487
H -3.025 -2.336 2.406
Na -0.474 1.594 -6.493
Cl -9.632 -0.545 1.012
H -8.460 -2.728 -2.548
H 4.692 -2.289 -0.918
Br 2.759 7.375 4.104
H -3.981 -0.175 -0.210
Cs 2.640 1.169 0.860
F 5.841 1.035 2.995
Na 3.755 -1.734 2.145
H 3.680 -0.715 0.461
H 1.809 1.715 -2.429
F 4.522 1.041 -0.573
O 2.979 6.424 0.845
O -2.035 2.172 -3.049
C 0.092 -1.089 -1.639
F 1.599 -5.312 5.100
F -0.295 -3.664 3.663
H -7.062 -0.535 -0.933
H -3.602 0.300 -1.921
O -3.360 -1.920 1.577
H 0.417 -1.281 -2.710
P -1.178 0.914 -3.221
H -8.386 0.061 2.923
O 0.220 1.423 -0.947
H 2.362 6.329 1.571
H -8.238 -0.252 -2.146
C 3.788 -0.230 -0.620
F 4.626 2.203 1.987
H -8.764 -2.230 -0.882
O -2.170 -0.255 -4.003
Br 5.304 6.856 6.004
F 0.461 -6.254 2.617
O 0.086 1.263 -4.325
Mg 1.672 4.925 5.000
F 6.008 3.939 2.049
H 4.464 -1.387 -2.512
H 3.466 5.322 5.339

As for the charge: +2. The calculation puts the frontier orbital gap at 1.13 eV. For the HOMO energy, the calculation gives -10.00 eV. The calculation puts the total energy at -13290.2936 a.u. As for the LUMO energy: -8.87 eV. The molecular weight comes out at 1233.250 g mol⁻¹. The strongest force on any atom is 14.44 eV/A.

Entry 2:
Computed, not measured: a structure of composition C10H3B2InNO16, with ωB97M-V/def2-TZVPD.

Geometry (Å):
C 3.252 -4.128 31.589
B 2.361 -11.732 27.458
O -1.027 -11.351 26.924
O 2.329 -8.819 31.685
O 4.517 -6.928 31.562
O 7.399 -12.263 29.552
C 4.489 -11.506 26.655
O 3.008 -13.034 27.660
C 6.919 -11.920 31.940
C 0.639 -10.779 28.646
In -0.438 -8.005 31.282
C 0.089 -11.345 27.312
C 3.470 -9.089 31.697
H 3.916 -4.611 30.860
C 6.780 -11.671 30.359
O 6.195 -10.982 32.508
O 0.038 -10.172 29.464
O 5.913 -10.727 30.170
O 5.761 -8.750 31.589
O 7.603 -12.757 32.426
O 1.145 -11.853 26.652
O 4.007 -10.296 31.639
H 2.829 -3.221 31.184
N 1.380 -5.883 32.115
B 5.481 -10.189 31.494
O 3.357 -10.917 26.725
C 2.217 -5.126 31.852
C 4.200 -13.060 27.239
O 1.950 -11.020 28.671
O 5.486 -11.148 26.242
C 4.644 -8.060 31.601
O 4.973 -13.873 27.299
H 3.856 -4.009 32.483

As for the charge: +1. The calculation puts the frontier orbital gap at 2.53 eV. For the HOMO energy, the calculation gives -13.29 eV. The calculation puts the total energy at -1881.2285 a.u. The calculation puts the energy above the lowest of the compared OMol25 structures with the same formula, charge and spin at 0.000 eV. As for the LUMO energy: -10.76 eV. The molecular weight comes out at 529.567 g mol⁻¹. The strongest force on any atom is 5.78 eV/A.

Entry 3:
Computed, not measured: a structure of composition C17H34BeClCsFK3NO12P, with ωB97M-V/def2-TZVPD.

Geometry (Å):
C 0.523 6.414 2.506
C 0.045 1.376 4.997
K 2.965 -4.665 1.425
C 0.120 2.910 -2.959
H 0.183 6.653 3.542
H -7.923 -5.464 -3.414
C 0.635 4.110 3.364
H -3.153 0.303 -2.683
O 1.079 -1.489 -0.159
H 8.008 -2.265 3.762
O 0.635 7.280 1.665
H 1.074 -2.743 1.416
C 1.483 -3.910 -0.393
H -0.975 -0.566 4.871
O -1.060 1.951 5.157
O -0.158 4.198 -3.323
P 0.697 -1.774 -1.870
C -2.270 -0.033 -2.112
C 0.691 4.527 -4.406
H 0.350 -2.025 -3.248
H -2.421 0.303 -1.085
H 5.001 -2.791 4.151
Cs -5.410 -0.091 -4.073
O 7.093 -2.147 5.596
O -0.222 2.414 -1.940
C -7.103 -5.183 -4.105
O 1.183 1.886 5.000
F 0.048 5.379 -5.237
H 0.312 4.583 4.286
H 0.475 -0.426 3.858
O -7.317 -5.184 -5.346
H -7.791 -2.974 -3.934
C -2.151 -1.541 -2.241
H 1.586 5.018 -4.021
O 0.843 2.295 -3.917
O -6.613 -3.373 -2.330
H -1.933 -1.765 -3.284
O 5.857 -2.966 2.291
H 1.579 3.617 3.562
H 0.784 -4.605 0.116
H 0.634 -0.561 5.594
C 5.921 -3.082 3.572
Be -4.732 -0.074 -1.224
H 2.451 -4.415 -0.499
Cl -3.828 -2.270 -1.820
H 2.157 5.165 0.739
H -6.160 -5.623 -3.721
H 2.076 -1.595 -2.215
K 1.815 -0.868 7.140
H 1.905 3.078 -5.521
H -6.049 -3.134 -4.269
H 6.732 -1.011 3.928
H 2.667 -2.359 0.848
C 0.027 -0.145 4.811
C -1.134 -2.172 -1.336
H -0.103 3.360 3.052
C 1.226 4.664 1.002
O 1.112 -3.505 -1.643
C 0.936 3.170 -5.043
H 0.415 -0.393 -2.075
H -1.242 -3.250 -1.446
C 7.096 -1.983 4.328
H 0.482 4.908 0.244
H -1.418 0.475 -2.553
C -6.858 -3.460 -3.569
H 1.383 3.589 1.022
H 6.247 -4.065 3.981
N 0.775 5.109 2.317
C 1.642 -2.551 0.483
H -1.312 -1.887 -0.300
H 0.148 2.931 -5.759
K -1.764 4.716 4.446

The calculation puts the frontier orbital gap at 0.95 eV. For the HOMO energy, the calculation gives -3.10 eV. The calculation puts the total energy at -4361.3184 a.u. As for the LUMO energy: -2.15 eV. The molecular weight comes out at 789.090 g mol⁻¹. The strongest force on any atom is 2.89 eV/A.